The following is a quantum chemistry calculation of a molecular structure, C35H45ClGaN2O4S3, from the Open Molecules 2025 dataset.

As for the net charge: -1. As for the LUMO energy: 2.45 eV.

Geometry as XYZ:
```
91
C35H45ClGaN2O4S3 | the Open Molecules 2025 dataset | ωB97M-V/def2-TZVPD
Ga -0.69 -1.02 0.58
C -0.70 0.02 -2.83
C -0.15 -1.13 -2.36
C -1.14 -1.77 -1.44
C -2.29 -0.83 -1.49
C -2.01 0.22 -2.30
C -2.85 1.45 -2.55
C -4.24 1.30 -1.91
C -2.14 2.65 -1.91
C -3.01 1.67 -4.06
C -1.60 -3.24 -1.59
C -2.04 -3.43 -3.05
C -0.56 -4.30 -1.24
C -2.82 -3.51 -0.69
C 1.28 -1.53 -2.68
C 2.08 -0.30 -3.15
C 2.02 -2.07 -1.45
C 1.36 -2.54 -3.84
H -0.22 0.73 -3.48
H -3.21 -1.00 -0.96
H -4.15 1.16 -0.84
H -4.77 0.45 -2.34
H -4.83 2.20 -2.09
H -2.00 2.46 -0.85
H -2.74 3.56 -2.03
H -1.16 2.80 -2.36
H -3.51 0.82 -4.51
H -2.04 1.79 -4.53
H -3.60 2.57 -4.25
H -1.22 -3.23 -3.73
H -2.84 -2.74 -3.30
H -2.39 -4.45 -3.20
H 0.31 -4.25 -1.88
H -1.01 -5.29 -1.36
H -0.25 -4.20 -0.21
H -3.72 -3.03 -1.07
H -2.63 -3.16 0.32
H -3.01 -4.58 -0.64
H 1.95 0.52 -2.45
H 1.76 0.02 -4.14
H 3.14 -0.55 -3.20
H 2.33 -1.24 -0.83
H 2.91 -2.62 -1.75
H 1.39 -2.73 -0.85
H 0.76 -2.20 -4.68
H 1.02 -3.53 -3.55
H 2.39 -2.63 -4.17
C 1.54 -2.55 5.85
C 2.17 -2.55 4.49
C 3.37 -3.24 4.32
C 4.03 -3.23 3.10
Cl 5.50 -4.12 2.93
C 3.54 -2.50 2.04
C 2.35 -1.81 2.20
C 1.64 -1.85 3.40
O 0.45 -1.15 3.44
C -0.70 -1.93 3.74
C -0.92 -3.02 2.68
O -1.44 -4.07 2.98
O -0.52 -2.71 1.49
H 2.30 -2.64 6.62
H 0.84 -3.38 5.95
H 0.99 -1.62 6.03
H 3.78 -3.80 5.14
H 4.05 -2.48 1.09
H 1.93 -1.24 1.39
H -1.54 -1.24 3.66
H -0.68 -2.38 4.73
C -2.07 1.14 2.12
O -1.90 -0.16 1.64
H -1.52 1.29 3.06
H -3.14 1.32 2.30
H -1.72 1.89 1.40
S 1.96 4.46 4.22
C 1.61 3.71 2.80
S 1.31 1.97 2.72
C 1.03 2.14 0.97
N 1.15 3.35 0.57
N 1.48 4.23 1.55
C 1.63 5.57 1.13
C 1.21 5.90 -0.16
C 1.30 7.19 -0.62
C 1.82 8.19 0.19
C 2.25 7.87 1.46
C 2.17 6.57 1.93
S 0.81 0.86 -0.13
H 0.81 5.12 -0.79
H 0.96 7.43 -1.61
H 1.89 9.21 -0.17
H 2.65 8.64 2.11
H 2.52 6.34 2.93
```

Mulliken atomic charge list, values in e, 4 entries:
1. Ga 0.14
2. C -0.33
3. C -2.65
4. C 4.58


The following is a quantum chemistry calculation of 3 unconnected molecules or ions with the total composition C23H54N3O9P2S2, from the Open Molecules 2025 dataset.

As for the net charge: +1. As for the LUMO energy: -3.87 eV.

Geometry as XYZ:
```
93
C23H54N3O9P2S2 | the Open Molecules 2025 dataset | ωB97M-V/def2-TZVPD
C -3.61 0.67 6.16
C -3.03 0.72 4.59
C -1.99 -0.55 4.47
N -1.00 -0.46 3.33
C -1.44 0.50 2.25
N -2.48 0.05 1.43
N -0.88 1.86 1.93
C -0.29 1.95 0.54
O 0.17 0.68 -0.03
C 1.64 0.58 -0.04
C 2.38 1.34 -1.30
O 2.60 2.78 -1.11
C 3.49 3.06 0.03
C 5.01 2.40 -0.12
C 0.00 2.44 3.00
P -0.74 4.13 3.60
C 0.75 5.21 4.17
C 1.31 4.75 5.64
C -1.45 5.10 2.08
C -2.13 6.53 2.62
C 0.27 1.50 4.31
C 0.38 -0.04 3.78
P 1.26 -1.25 4.97
C 3.13 -0.72 4.89
O 0.82 -0.97 6.65
H -4.17 -0.35 6.25
H -2.70 0.62 6.92
H -4.28 1.61 6.41
H -2.54 1.77 4.48
H -3.98 0.54 3.90
H -1.53 -0.72 5.53
H -2.67 -1.51 4.25
H -3.26 0.76 1.30
H -2.52 -0.93 1.05
H -1.18 2.32 -0.17
H 0.52 2.83 0.46
H 1.89 -0.58 -0.17
H 2.05 0.87 1.02
H 3.33 0.72 -1.59
H 1.63 1.24 -2.22
H 3.03 2.81 1.08
H 3.67 4.24 0.03
H 5.37 2.38 -1.25
H 5.06 1.34 0.38
H 5.74 3.16 0.44
H 1.08 2.73 2.57
H 0.42 6.35 4.24
H 1.61 5.12 3.37
H 0.40 4.30 6.27
H 2.16 3.95 5.56
H 1.79 5.67 6.23
H -0.67 5.27 1.22
H -2.38 4.46 1.68
H -2.89 6.97 1.82
H -2.65 6.28 3.65
H -1.29 7.35 2.80
H -0.47 1.67 5.20
H 1.34 1.81 4.73
H 1.05 -0.01 2.79
H 3.29 0.14 4.08
H 3.42 -0.28 5.94
H 3.79 -1.67 4.68
H 0.48 -1.88 6.97
O 2.74 -0.88 -4.39
S 2.12 -1.54 -5.51
O 1.57 -0.81 -6.64
O 0.98 -2.57 -4.96
C -0.03 -2.07 -4.10
C -1.09 -1.30 -4.87
C 3.24 -2.77 -6.14
H 0.41 -1.45 -3.31
H -0.49 -2.93 -3.61
H -0.68 -0.38 -5.29
H -1.92 -1.03 -4.22
H -1.46 -1.90 -5.70
H 3.62 -3.36 -5.31
H 4.06 -2.25 -6.64
H 2.71 -3.40 -6.86
O -1.66 -6.32 -4.77
S -1.48 -5.80 -6.11
O -1.94 -4.48 -6.49
O -2.05 -6.88 -7.18
C -3.38 -7.35 -7.05
C -4.38 -6.32 -7.55
C 0.24 -5.94 -6.54
H -3.59 -7.63 -6.01
H -3.47 -8.25 -7.65
H -4.38 -5.43 -6.91
H -5.39 -6.73 -7.56
H -4.12 -5.99 -8.56
H 0.58 -6.95 -6.30
H 0.79 -5.20 -5.95
H 0.36 -5.73 -7.60
```

Mulliken atomic charge list, values in e, 4 entries:
1. C -1.05
2. C 0.19
3. C -0.70
4. N 0.31


The following is a quantum chemistry calculation of a molecular structure, C15H48LiN18O18, from the Open Molecules 2025 dataset.

As for the net charge: -1. As for the LUMO energy: 0.50 eV.

Geometry as XYZ:
```
100
C15H48LiN18O18 | the Open Molecules 2025 dataset | ωB97M-V/def2-TZVPD
Li -17.74 -23.12 -16.92
C -15.01 -20.09 -17.24
C -14.20 -19.64 -16.26
C -14.23 -20.23 -14.90
O -13.49 -19.85 -13.89
C -15.01 -21.29 -14.64
C -15.87 -21.95 -15.55
C -15.87 -21.24 -17.01
O -16.64 -21.78 -17.87
O -16.63 -22.94 -15.25
O -13.58 -18.61 -16.60
H -15.17 -19.65 -18.21
H -15.00 -21.56 -13.60
C -17.64 -17.32 -17.36
O -18.65 -16.68 -17.56
N -17.55 -18.53 -17.71
N -16.48 -16.90 -16.99
H -18.35 -18.74 -18.29
H -16.70 -19.04 -17.49
H -15.65 -17.48 -16.92
H -16.51 -15.90 -17.08
C -14.15 -15.75 -13.83
O -14.29 -14.62 -13.52
N -13.56 -16.16 -14.89
N -14.73 -16.79 -13.26
H -13.18 -15.50 -15.55
H -13.64 -17.11 -15.24
H -14.60 -17.75 -13.55
H -15.40 -16.70 -12.51
C -15.75 -24.28 -20.89
O -15.08 -24.87 -21.71
N -15.33 -23.27 -20.19
N -16.86 -24.73 -20.46
H -14.38 -22.97 -20.35
H -15.90 -22.80 -19.50
H -17.22 -25.65 -20.70
H -17.33 -24.21 -19.74
C -18.49 -19.31 -14.23
O -18.92 -20.04 -15.06
N -19.17 -18.35 -13.68
N -17.32 -19.41 -13.65
H -20.15 -18.30 -13.93
H -18.87 -17.80 -12.88
H -16.71 -20.19 -13.83
H -17.15 -19.02 -12.74
C -14.76 -21.90 -10.13
O -15.33 -21.00 -10.74
N -15.42 -22.80 -9.48
N -13.49 -22.05 -9.92
H -14.92 -23.67 -9.36
H -16.43 -22.76 -9.53
H -13.10 -22.79 -9.35
H -12.81 -21.45 -10.38
C -11.20 -22.19 -12.21
O -10.58 -22.92 -11.49
N -11.13 -20.87 -12.31
N -12.08 -22.71 -13.06
H -10.46 -20.48 -11.66
H -11.69 -20.34 -12.96
H -12.67 -21.98 -13.43
H -12.25 -23.70 -13.17
C -13.22 -25.54 -17.42
O -12.25 -25.46 -16.78
N -13.20 -26.17 -18.56
N -14.36 -24.95 -17.23
H -14.08 -26.32 -19.04
H -12.34 -26.03 -19.06
H -15.19 -25.14 -17.78
H -14.32 -24.18 -16.58
C -13.36 -17.55 -20.38
O -13.12 -17.03 -21.45
N -13.58 -16.91 -19.30
N -13.50 -18.78 -20.17
H -13.40 -17.26 -18.37
H -13.57 -15.90 -19.30
H -13.32 -19.42 -20.92
H -13.72 -19.12 -19.25
C -18.51 -19.96 -20.68
O -19.38 -19.45 -21.31
N -18.76 -20.54 -19.50
N -17.33 -20.24 -21.18
H -19.72 -20.46 -19.20
H -18.10 -21.13 -19.01
H -16.59 -20.72 -20.68
H -17.16 -19.81 -22.07
O -17.40 -25.22 -16.80
H -17.41 -25.69 -15.97
H -17.71 -25.86 -17.44
O -17.04 -22.61 -12.53
H -16.48 -21.94 -12.14
H -16.76 -22.65 -13.44
O -10.28 -20.33 -17.07
H -11.05 -19.76 -17.13
H -10.64 -21.22 -17.08
O -12.13 -17.91 -11.92
H -11.64 -17.19 -12.32
H -12.65 -18.27 -12.63
O -19.38 -22.35 -15.90
H -20.05 -22.65 -15.30
H -19.21 -21.44 -15.64
```

Mulliken atomic charge list, values in e, 4 entries:
1. Li 0.62
2. C -2.21
3. C 1.35
4. C 0.19


Orbital gap for the records above, in order: 0.2890 0.2631 0.2704 Eh
HOMO energy for the records above, in order: -5.41 -11.03 -6.86 eV
Energy relative to the best compared isomer or geometry (same formula, charge and spin) for the records above, in order: 14.9 229.0 100.5 kcal per mole